## a
{"formula": "C4H10OS", "method": "ωB97M-V/def2-TZVPD", "spin_multiplicity": 1, "homo_lumo_gap_ev": 9.80, "molar_mass_g_mol": 106.2, "homo_ev": -9.00, "smiles": "C=CO.CCS", "symbols": ["C", "C", "O", "H", "H", "H", "H", "C", "C", "S", "H", "H", "H", "H", "H", "H"], "coordinates": [[-1.17, 1.40, 1.12], [-2.20, 0.56, 1.07], [-3.50, 0.82, 1.47], [-0.16, 1.06, 0.90], [-1.19, 2.43, 1.70], [-2.07, -0.38, 0.52], [-3.34, 1.00, 2.43], [0.77, 0.38, -1.69], [0.86, -1.05, -1.04], [2.52, -1.09, -0.41], [-0.33, 0.59, -1.81], [1.45, 1.13, -1.23], [0.92, 0.55, -2.83], [0.75, -1.80, -1.82], [-0.05, -1.28, -0.39], [2.27, -0.20, 0.57]]}

## b
{"formula": "C4H10OS", "method": "ωB97M-V/def2-TZVPD", "spin_multiplicity": 1, "homo_lumo_gap_ev": 9.56, "molar_mass_g_mol": 106.2, "homo_ev": -8.61, "smiles": "CO[C@@H](C)SC", "symbols": ["C", "O", "C", "C", "S", "C", "H", "H", "H", "H", "H", "H", "H", "H", "H", "H"], "coordinates": [[2.02, -1.26, -0.08], [1.59, 0.05, -0.41], [0.31, 0.36, -0.01], [0.15, 1.85, -0.32], [-0.97, -0.61, -0.93], [-2.33, -0.55, 0.25], [1.64, -2.01, -0.75], [3.16, -1.30, -0.20], [1.69, -1.57, 0.95], [0.22, 0.14, 1.04], [0.92, 2.33, 0.31], [0.38, 2.02, -1.39], [-0.85, 2.24, -0.13], [-2.85, 0.45, 0.21], [-1.97, -0.76, 1.31], [-3.12, -1.36, 0.15]]}

We find b to be the most stable, with the next structure 145.0 kJ/mol higher.

## a
{"formula": "C4H10OS", "method": "ωB97M-V/def2-TZVPD", "spin_multiplicity": 1, "homo_lumo_gap_ev": 9.82, "molar_mass_g_mol": 106.2, "homo_ev": -8.99, "smiles": "CC=O.CCS", "symbols": ["C", "C", "O", "H", "H", "H", "H", "C", "C", "S", "H", "H", "H", "H", "H", "H"], "coordinates": [[2.12, -0.82, 0.21], [1.52, 0.51, 0.61], [1.29, 1.44, -0.10], [2.36, -0.74, -0.89], [1.36, -1.62, 0.45], [3.03, -0.91, 0.82], [1.37, 0.60, 1.79], [-1.21, -0.16, -1.36], [-1.62, 0.55, -0.08], [-1.32, -0.53, 1.42], [-1.85, -1.09, -1.66], [0.01, -0.26, -1.34], [-1.36, 0.48, -2.14], [-1.12, 1.50, 0.12], [-2.78, 0.68, -0.13], [-1.80, 0.38, 2.29]]}

## b
{"formula": "C4H10OS", "method": "ωB97M-V/def2-TZVPD", "spin_multiplicity": 1, "homo_lumo_gap_ev": 9.60, "molar_mass_g_mol": 106.2, "homo_ev": -8.92, "smiles": "C=CO.CCS", "symbols": ["C", "C", "O", "H", "H", "H", "H", "C", "C", "S", "H", "H", "H", "H", "H", "H"], "coordinates": [[-0.19, 3.36, 0.99], [0.89, 2.82, 1.57], [1.30, 1.54, 1.45], [-0.37, 4.34, 1.39], [-0.89, 2.78, 0.42], [1.52, 3.48, 2.16], [2.24, 1.42, 1.55], [-0.46, -3.07, -0.76], [-0.64, -1.56, -0.78], [-1.09, -1.00, -2.49], [-0.85, -3.66, -1.58], [0.58, -3.34, -0.55], [-0.91, -3.52, 0.14], [0.24, -1.03, -0.43], [-1.47, -1.26, -0.15], [0.11, -1.29, -2.91]]}

## c
{"formula": "C4H10OS", "method": "ωB97M-V/def2-TZVPD", "spin_multiplicity": 1, "homo_lumo_gap_ev": 9.35, "molar_mass_g_mol": 106.2, "homo_ev": -8.71, "smiles": "C=CO.CCS", "symbols": ["C", "C", "O", "H", "H", "H", "H", "C", "C", "S", "H", "H", "H", "H", "H", "H"], "coordinates": [[2.26, -0.93, 1.19], [1.63, -2.08, 1.58], [0.47, -2.55, 1.04], [2.80, -0.34, 1.91], [1.75, -0.43, 0.38], [2.19, -2.73, 2.28], [0.38, -3.53, 1.17], [-2.17, 0.88, -1.44], [-1.07, 1.47, -0.63], [0.03, 2.55, -1.46], [-3.15, 0.91, -0.92], [-2.68, 1.57, -2.19], [-1.81, 0.12, -2.14], [-0.35, 0.67, -0.23], [-1.38, 2.09, 0.23], [1.10, 2.33, -0.75]]}

We find a to be the most stable, with the next structure 9.3 kJ/mol higher.

## a
{"formula": "C4H10OS", "method": "ωB97M-V/def2-TZVPD", "spin_multiplicity": 1, "homo_lumo_gap_ev": 9.43, "molar_mass_g_mol": 106.2, "homo_ev": -8.67, "smiles": "CC=O.CSC", "symbols": ["C", "C", "O", "H", "H", "H", "H", "C", "S", "C", "H", "H", "H", "H", "H", "H"], "coordinates": [[-1.76, 1.50, 0.51], [-2.23, 0.29, 1.33], [-2.10, 0.26, 2.53], [-2.68, 2.07, 0.25], [-1.31, 1.29, -0.44], [-1.17, 2.19, 1.10], [-2.25, -0.70, 0.85], [0.42, -1.44, -1.45], [1.91, -0.44, -1.41], [1.69, 0.33, 0.16], [-0.37, -0.82, -1.04], [0.46, -2.45, -0.97], [0.05, -1.71, -2.44], [0.85, -0.13, 0.67], [2.52, 0.40, 0.87], [1.20, 1.36, 0.16]]}

## b
{"formula": "C4H10OS", "method": "ωB97M-V/def2-TZVPD", "spin_multiplicity": 1, "homo_lumo_gap_ev": 9.67, "molar_mass_g_mol": 106.2, "homo_ev": -8.97, "smiles": "C=CO.CCS", "symbols": ["C", "C", "O", "H", "H", "H", "H", "C", "C", "S", "H", "H", "H", "H", "H", "H"], "coordinates": [[-1.76, 1.40, 1.07], [-1.56, 0.13, 1.46], [-2.67, -0.66, 1.74], [-1.03, 1.87, 0.41], [-2.58, 2.04, 1.31], [-0.58, -0.28, 1.64], [-2.44, -1.30, 2.37], [1.04, 0.28, -0.56], [1.12, -0.76, -1.75], [2.78, -1.59, -1.76], [1.75, 1.06, -0.44], [0.94, -0.27, 0.44], [0.00, 0.67, -0.41], [0.53, -1.58, -1.55], [1.02, -0.38, -2.81], [3.44, -0.64, -1.15]]}

We find a to be the most stable, with the next structure 95.3 kJ/mol higher.

## a
{"formula": "C2H7NO2S2", "method": "ωB97M-V/def2-TZVPD", "spin_multiplicity": 1, "homo_lumo_gap_ev": 10.03, "molar_mass_g_mol": 141.2, "homo_ev": -9.54, "smiles": "CCS(=O)(=O)NS", "symbols": ["C", "C", "S", "O", "O", "N", "S", "H", "H", "H", "H", "H", "H", "H"], "coordinates": [[1.52, 0.61, -0.45], [0.27, -0.11, -0.05], [-0.92, 1.20, -0.02], [-0.57, 2.32, 0.82], [-1.27, 1.51, -1.39], [-2.41, 0.28, 0.86], [-3.10, -0.93, -0.27], [1.64, 0.66, -1.50], [1.46, 1.57, -0.05], [2.44, 0.12, -0.07], [0.52, -0.46, 1.01], [-0.13, -0.64, -0.89], [-3.04, 0.98, 0.89], [-2.53, -2.01, 0.51]]}

## b
{"formula": "C2H7NO2S2", "method": "ωB97M-V/def2-TZVPD", "spin_multiplicity": 1, "homo_lumo_gap_ev": 9.82, "molar_mass_g_mol": 141.2, "homo_ev": -9.52, "smiles": "C[C@@H](N)S(=O)(=O)S", "symbols": ["C", "C", "N", "S", "O", "O", "S", "H", "H", "H", "H", "H", "H", "H"], "coordinates": [[-0.09, 1.40, 0.47], [-0.24, 0.30, -0.43], [0.66, -0.82, -0.31], [-1.91, -0.42, -0.20], [-2.87, 0.56, 0.02], [-1.93, -1.52, 0.70], [-2.27, -1.40, -2.08], [-1.09, 1.69, 0.65], [0.57, 2.32, 0.19], [0.33, 1.09, 1.37], [-0.40, 0.50, -1.44], [1.20, -0.91, 0.49], [0.41, -1.75, -0.75], [-1.93, -2.72, -1.94]]}

We find b to be the most stable, with the next structure 63.5 kJ/mol higher.

## a
{"formula": "C8H14NS", "method": "ωB97M-V/def2-TZVPD", "spin_multiplicity": 1, "homo_lumo_gap_ev": 4.72, "total_charge": 1, "molar_mass_g_mol": 156.3, "homo_ev": -10.59, "symbols": ["C", "C", "C", "C", "C", "C", "C", "C", "N", "S", "H", "H", "H", "H", "H", "H", "H", "H", "H", "H", "H", "H", "H", "H"], "coordinates": [[3.04, -0.26, 1.03], [3.25, 0.03, 2.40], [1.97, -0.99, 0.63], [2.50, -0.38, 3.48], [1.01, -1.48, 1.46], [-2.96, 0.36, -0.62], [-1.53, -0.58, -2.38], [-1.26, 1.74, -1.60], [-1.68, 0.35, -1.35], [1.13, -1.31, 3.18], [3.80, 0.23, 0.35], [4.13, 0.55, 2.69], [1.89, -1.08, -0.45], [2.48, -0.03, 4.47], [0.25, -2.14, 1.15], [-2.71, 0.38, 0.45], [-3.51, 1.29, -0.87], [-3.56, -0.52, -0.82], [-1.34, -0.17, -3.38], [-0.72, -1.21, -2.18], [-2.56, -1.19, -2.43], [-1.75, 2.43, -0.94], [-0.20, 1.93, -1.56], [-1.68, 2.04, -2.70]]}

## b
{"formula": "C8H14NS", "method": "ωB97M-V/def2-TZVPD", "spin_multiplicity": 1, "homo_lumo_gap_ev": 8.48, "total_charge": 1, "molar_mass_g_mol": 156.3, "homo_ev": -11.79, "smiles": "CC(C)([NH3+])Cc1cccs1", "symbols": ["C", "C", "C", "N", "C", "C", "C", "C", "C", "S", "H", "H", "H", "H", "H", "H", "H", "H", "H", "H", "H", "H", "H", "H"], "coordinates": [[0.21, -0.80, 1.26], [0.27, -0.90, -0.21], [-1.04, -1.31, -0.73], [1.39, -1.79, -0.57], [0.78, 0.64, -1.01], [-0.20, 1.73, -0.62], [-0.11, 2.43, 0.57], [-1.11, 3.34, 0.75], [-2.05, 3.27, -0.25], [-1.54, 2.24, -1.55], [-0.02, -1.70, 1.64], [1.00, -0.36, 1.75], [-0.53, -0.06, 1.55], [-1.62, -0.58, -1.50], [-0.97, -2.23, -1.30], [-1.78, -1.44, 0.05], [2.10, -1.16, -0.97], [1.05, -2.45, -1.24], [1.58, -2.15, 0.36], [0.85, 0.65, -2.09], [1.81, 0.90, -0.70], [0.75, 2.34, 1.27], [-1.40, 3.86, 1.69], [-3.09, 3.65, -0.19]]}

We find b to be the most stable, with the next structure 92.3 kJ/mol higher.